Below is C57H99N5O13Rb2 as an isolated structure in a non-equilibrium geometry, with properties calculated with the ωB97M-V functional and the def2-TZVPD basis.

HOMO level	-2.6	eV
LUMO level	2.99	eV
HOMO-LUMO gap	5.595	eV
energy	-96089.81911	eV

Geometry as ORCA input:
```
! RIJCOSX wB97M-V def2-TZVPD def2/J DEFGRID3
* xyz -2 1
Rb 2.669 1.606 -2.987
Rb 1.020 -1.111 -0.760
C -3.379 -0.770 -2.540
C -1.930 -0.717 -2.530
C -1.158 0.430 -3.096
O 0.106 0.460 -2.999
C -1.891 1.421 -3.733
C -3.291 1.501 -3.681
C -4.149 0.232 -3.067
O -5.357 0.299 -3.130
O -3.956 2.473 -3.931
O -1.301 -1.664 -1.935
H -3.807 -1.746 -2.186
H -1.327 2.282 -4.125
C 6.510 -1.087 -1.799
C 5.626 -0.022 -1.592
C 4.572 -0.172 -0.511
O 3.557 0.607 -0.585
C 4.572 -1.126 0.460
C 5.570 -2.105 0.458
C 6.576 -2.114 -0.827
O 7.388 -3.054 -0.771
O 5.732 -3.051 1.266
O 5.543 0.999 -2.273
H 7.164 -1.170 -2.662
H 3.709 -1.098 1.070
C -6.841 -2.389 0.149
C -6.038 -2.502 1.427
C -6.163 -3.959 1.945
C -5.179 -4.202 3.084
C -3.783 -4.114 2.425
C -3.510 -2.733 1.856
N -4.632 -2.379 1.014
O -4.486 -0.951 0.582
C -3.264 -1.669 2.992
C -2.285 -2.768 0.939
C -6.455 -1.422 2.371
H -6.911 -1.355 -0.180
H -7.851 -2.746 0.318
H -6.382 -2.911 -0.687
H -7.194 -4.045 2.182
H -6.026 -4.743 1.231
H -5.234 -5.222 3.478
H -5.294 -3.513 3.922
H -3.913 -4.819 1.630
H -2.898 -4.418 2.981
H -3.427 -0.689 2.614
H -3.927 -1.875 3.885
H -2.242 -1.668 3.308
H -2.144 -1.817 0.494
H -1.372 -3.049 1.486
H -2.448 -3.476 0.126
H -7.512 -1.530 2.727
H -6.353 -0.460 1.874
H -5.762 -1.449 3.204
H -4.071 -1.010 -0.310
C 0.429 0.102 4.324
C 1.674 0.026 3.457
C 2.985 0.157 4.236
C 3.503 -1.079 4.923
C 3.704 -2.145 3.949
C 2.284 -2.439 3.285
N 1.845 -1.202 2.678
O 0.656 -1.473 1.945
C 2.447 -3.535 2.230
C 1.281 -3.078 4.313
C 1.764 1.187 2.465
H -0.015 1.096 4.273
H 0.445 -0.236 5.352
H -0.426 -0.412 3.880
H 3.768 0.533 3.523
H 2.729 0.887 4.950
H 2.907 -1.532 5.718
H 4.474 -0.744 5.311
H 4.143 -3.048 4.316
H 4.443 -1.873 3.229
H 2.598 -4.488 2.737
H 1.486 -3.687 1.735
H 3.298 -3.427 1.556
H 1.751 -3.894 4.867
H 0.958 -2.434 5.135
H 0.376 -3.431 3.845
H 2.576 1.097 1.701
H 1.904 2.123 2.987
H 0.801 1.335 1.939
H -0.089 -1.736 2.553
C -2.469 1.395 0.468
C -2.972 2.778 1.058
C -2.814 3.887 0.015
C -3.949 3.841 -1.055
C -5.248 4.151 -0.367
C -5.616 3.067 0.623
N -4.427 2.760 1.449
O -4.650 1.560 2.196
C -6.666 3.747 1.624
C -6.283 1.809 -0.033
C -2.225 2.961 2.371
H -2.706 1.332 -0.587
H -2.785 0.422 0.833
H -1.375 1.318 0.435
H -2.797 4.922 0.316
H -1.841 3.721 -0.452
H -3.894 3.004 -1.705
H -3.795 4.695 -1.718
H -6.067 4.258 -1.089
H -5.101 5.106 0.137
H -7.631 3.988 1.145
H -6.836 3.014 2.390
H -6.300 4.633 2.099
H -5.527 1.134 -0.507
H -6.699 1.267 0.821
H -7.038 2.032 -0.806
H -2.433 2.063 2.942
H -2.575 3.825 2.845
H -1.162 3.019 2.127
H -4.555 0.882 1.442
C 2.983 -5.509 -0.755
C 3.586 -5.321 -2.172
C 2.923 -6.392 -3.107
C 3.065 -6.002 -4.566
C 2.606 -4.616 -4.821
C 3.236 -3.561 -3.897
N 3.038 -4.021 -2.592
O 3.395 -2.949 -1.683
C 4.718 -3.315 -4.306
C 2.493 -2.314 -4.171
C 5.133 -5.322 -1.956
H 1.929 -5.305 -0.658
H 3.581 -4.849 -0.053
H 3.202 -6.542 -0.547
H 3.288 -7.410 -2.918
H 1.857 -6.410 -2.957
H 2.584 -6.782 -5.170
H 4.127 -5.915 -4.791
H 1.534 -4.532 -4.806
H 2.947 -4.341 -5.792
H 5.314 -4.171 -4.546
H 4.877 -2.778 -5.271
H 5.293 -2.734 -3.585
H 2.282 -2.234 -5.265
H 1.476 -2.417 -3.714
H 2.877 -1.401 -3.739
H 5.843 -5.060 -2.741
H 5.403 -6.274 -1.512
H 5.435 -4.594 -1.189
H 4.316 -2.752 -1.884
C 1.184 3.845 0.202
C 1.328 4.999 -0.733
C 0.662 6.289 -0.215
C 1.042 7.499 -1.038
C 2.548 7.611 -0.866
C 3.338 6.437 -1.475
N 2.796 5.240 -0.816
O 3.479 4.203 -1.524
C 3.305 6.381 -3.052
C 4.769 6.594 -1.030
C 0.678 4.720 -2.116
H 0.239 3.288 0.150
H 1.521 4.042 1.211
H 1.799 2.988 -0.128
H -0.413 6.048 -0.142
H 0.966 6.521 0.810
H 0.560 8.415 -0.629
H 0.699 7.373 -2.049
H 2.797 7.567 0.214
H 2.943 8.541 -1.286
H 3.808 7.287 -3.487
H 3.934 5.582 -3.376
H 2.315 6.348 -3.502
H 5.534 6.081 -1.671
H 5.107 7.627 -0.930
H 4.975 6.194 -0.032
H 0.885 5.444 -2.882
H -0.380 4.558 -2.048
H 1.086 3.817 -2.629
H 3.723 3.620 -0.794
*
```